{
  "formula": "C37H67IO17S7",
  "method": "the ωB97M-V functional and the def2-TZVPD basis",
  "species": ["C", "C", "C", "C", "C", "C", "C", "I", "C", "O", "O", "C", "O", "H", "H", "H", "H", "H", "H", "H", "H", "H", "H", "H", "C", "C", "C", "S", "O", "O", "C", "H", "H", "H", "H", "H", "H", "H", "H", "C", "C", "C", "S", "O", "O", "C", "H", "H", "H", "H", "H", "H", "H", "H", "C", "C", "C", "S", "O", "O", "C", "H", "H", "H", "H", "H", "H", "H", "H", "C", "C", "C", "S", "O", "O", "C", "H", "H", "H", "H", "H", "H", "H", "H", "C", "C", "C", "S", "O", "O", "C", "H", "H", "H", "H", "H", "H", "H", "H", "C", "C", "C", "S", "O", "O", "C", "H", "H", "H", "H", "H", "H", "H", "H", "C", "C", "C", "S", "O", "O", "C", "H", "H", "H", "H", "H", "H", "H", "H"],
  "xyz": [[6.41077, -6.72869, -2.72227], [6.15906, -5.47012, -3.54698], [4.68186, -5.22758, -3.84570], [3.80634, -5.26209, -2.57674], [4.24613, -4.21267, -1.55571], [2.36640, -5.22675, -2.95102], [1.44974, -4.27065, -3.13803], [1.65151, -2.22929, -2.99006], [0.17670, -4.91562, -3.53936], [-0.83164, -4.43043, -3.93106], [0.34221, -6.28133, -3.44340], [1.68250, -6.52464, -3.25186], [2.17954, -7.59937, -3.35264], [7.45087, -7.03813, -2.77817], [5.79220, -7.56253, -3.06094], [6.17890, -6.59574, -1.67155], [6.68089, -5.57841, -4.49832], [6.58365, -4.60416, -3.03880], [4.33024, -6.00237, -4.52863], [4.53962, -4.24852, -4.30953], [3.96144, -6.24544, -2.12721], [3.48164, -3.98767, -0.81555], [5.16172, -4.54222, -1.06942], [4.49573, -3.27541, -2.05408], [-2.00168, -0.55721, 0.26439], [-1.49712, -0.15783, -1.13206], [-0.90975, 1.25330, -1.01294], [-0.32764, 1.41588, 0.67747], [-1.10776, 2.43500, 1.34090], [1.11323, 1.47366, 0.70303], [-0.88308, -0.19129, 1.23551], [-2.24278, -1.61756, 0.32060], [-2.90489, 0.00548, 0.51228], [-0.71919, -0.85425, -1.45074], [-2.29512, -0.18753, -1.87179], [-0.07230, 1.41776, -1.68656], [-1.66329, 2.02548, -1.16604], [-1.20249, -0.11747, 2.27247], [-0.03704, -0.87279, 1.14933], [-2.64428, 7.17997, -0.71302], [-1.28246, 6.68448, -0.20858], [-1.16253, 5.20621, -0.59710], [-2.15296, 4.99853, -2.08014], [-3.23884, 4.09927, -1.75822], [-1.30295, 4.73087, -3.21022], [-2.76884, 6.67784, -2.15001], [-2.72447, 8.26417, -0.66088], [-3.44426, 6.75413, -0.10200], [-0.48462, 7.25881, -0.67984], [-1.18556, 6.81199, 0.86633], [-0.14094, 4.90976, -0.82333], [-1.57427, 4.54669, 0.16627], [-3.78700, 6.66937, -2.53242], [-2.11825, 7.23047, -2.82646], [-7.36853, 3.72138, 1.29475], [-6.52164, 3.54895, 0.02468], [-5.12405, 3.10360, 0.46694], [-5.34283, 2.22259, 2.01271], [-4.69419, 2.96645, 3.06555], [-5.06612, 0.81854, 1.82817], [-7.11134, 2.47739, 2.14163], [-8.42716, 3.83338, 1.06587], [-7.04595, 4.61183, 1.83852], [-6.96961, 2.78335, -0.61138], [-6.46831, 4.46685, -0.55763], [-4.65061, 2.43748, -0.24766], [-4.46922, 3.94859, 0.66365], [-7.37930, 2.59075, 3.18938], [-7.59856, 1.59815, 1.72149], [2.50567, 7.77189, 4.26815], [2.61798, 6.45970, 3.47880], [1.45548, 6.42620, 2.47879], [1.06858, 8.14513, 2.10895], [-0.25750, 8.43599, 2.59695], [1.43423, 8.44584, 0.74755], [2.26221, 8.86439, 3.23128], [3.40301, 7.97215, 4.85097], [1.66101, 7.72020, 4.95806], [3.56752, 6.43711, 2.94133], [2.59172, 5.59039, 4.13304], [1.71372, 5.92244, 1.55078], [0.56216, 5.97604, 2.90782], [1.85195, 9.78372, 3.64185], [3.16156, 9.07831, 2.65487], [-2.40854, -2.61903, -7.04391], [-1.92193, -2.25718, -8.45465], [-1.33594, -0.84034, -8.38885], [-0.73726, -0.62873, -6.70455], [-1.51581, 0.39941, -6.06261], [0.70324, -0.57541, -6.70309], [-1.28046, -2.22167, -6.09906], [-2.64424, -3.67800, -6.95373], [-3.31024, -2.05125, -6.80485], [-1.14777, -2.96195, -8.76384], [-2.72612, -2.31268, -9.18666], [-0.50231, -0.69740, -9.07107], [-2.09153, -0.07685, -8.56165], [-1.58749, -2.12580, -5.06132], [-0.43712, -2.90600, -6.17510], [4.36936, -7.77011, 2.22464], [5.26455, -8.50997, 3.22837], [6.63467, -8.70033, 2.56545], [6.82463, -7.33663, 1.40673], [6.86303, -7.86908, 0.06659], [7.84977, -6.43797, 1.86746], [5.20909, -6.61475, 1.68934], [3.45133, -7.41198, 2.68763], [4.09486, -8.43948, 1.40651], [5.37219, -7.90882, 4.13290], [4.83707, -9.46741, 3.52076], [7.45619, -8.66290, 3.27567], [6.68491, -9.62203, 1.98953], [4.83878, -6.19522, 0.75711], [5.33069, -5.82769, 2.43288], [-4.00054, 1.69213, 6.79356], [-3.16156, 1.52624, 5.51987], [-1.75807, 1.08323, 5.95427], [-1.96775, 0.19514, 7.50293], [-1.31666, 0.93431, 8.55572], [-1.68773, -1.20543, 7.30962], [-3.73559, 0.44766, 7.63606], [-5.05995, 1.80046, 6.56661], [-3.68032, 2.58316, 7.33795], [-3.61092, 0.76221, 4.88344], [-3.12237, 2.44329, 4.93921], [-1.28655, 0.41764, 5.23636], [-1.10614, 1.93147, 6.15270], [-3.99868, 0.55518, 8.68562], [-4.22148, -0.43161, 7.21444]],
  "atomic_forces_ev_per_a": [[-0.19, 0.04, -0.07], [0.00, -0.25, -0.04], [-0.10, 0.04, 0.25], [0.23, -0.12, 0.20], [0.08, 0.30, -0.40], [-0.11, 0.17, 0.04], [0.58, -0.07, 0.22], [-0.14, -0.05, -0.17], [-0.07, 0.05, -0.04], [-0.27, 0.12, 0.12], [-0.09, -0.23, -0.38], [0.34, 0.03, 0.07], [-0.27, -0.04, 0.13], [0.08, 0.00, 0.04], [0.04, -0.04, -0.16], [0.03, 0.08, 0.06], [0.02, 0.19, -0.08], [0.09, 0.07, -0.02], [-0.06, 0.02, -0.11], [0.02, -0.03, -0.19], [-0.10, -0.08, -0.01], [-0.01, -0.13, 0.15], [-0.03, -0.07, 0.16], [-0.07, 0.08, 0.01], [-0.04, 0.14, -0.09], [0.00, -0.02, 0.21], [-0.12, -0.07, -0.25], [0.00, -0.27, -0.15], [0.06, 0.12, 0.09], [0.02, 0.16, 0.10], [-0.16, -0.17, -0.01], [-0.01, -0.01, 0.01], [0.00, -0.04, 0.05], [-0.03, 0.00, -0.01], [0.02, 0.02, -0.04], [0.03, 0.11, 0.05], [-0.01, 0.01, 0.02], [0.04, 0.09, 0.01], [0.05, 0.04, 0.00], [0.03, -0.12, 0.03], [-0.02, -0.06, -0.14], [0.05, 0.19, 0.22], [0.43, 0.08, 0.21], [-0.21, -0.06, -0.15], [-0.13, -0.10, -0.10], [-0.14, 0.16, 0.14], [0.00, 0.01, 0.00], [-0.02, 0.02, -0.01], [0.00, 0.04, 0.01], [-0.04, 0.04, 0.02], [-0.02, -0.08, -0.06], [-0.01, -0.06, -0.07], [0.02, -0.09, -0.06], [0.03, -0.04, -0.02], [0.09, 0.00, -0.04], [-0.04, -0.04, 0.10], [-0.08, 0.06, -0.22], [-0.11, 0.16, -0.18], [-0.01, -0.11, 0.09], [0.14, -0.08, 0.15], [-0.18, 0.14, -0.05], [-0.01, 0.00, 0.01], [-0.01, -0.01, 0.02], [0.00, -0.01, 0.01], [0.02, 0.00, -0.01], [0.11, 0.02, 0.04], [0.05, -0.05, 0.06], [0.09, -0.05, 0.03], [0.03, -0.03, 0.00], [-0.05, -0.06, -0.05], [-0.01, 0.06, 0.00], [0.14, -0.17, 0.11], [0.25, -0.09, 0.09], [-0.06, 0.06, -0.10], [-0.15, 0.08, -0.04], [0.12, -0.02, 0.21], [0.01, 0.00, 0.01], [0.00, 0.02, 0.01], [0.00, 0.02, -0.01], [0.00, -0.02, -0.01], [-0.08, 0.03, -0.05], [-0.05, 0.06, -0.02], [-0.07, 0.01, -0.08], [-0.02, 0.00, -0.04], [0.02, 0.08, -0.07], [0.01, 0.01, 0.06], [-0.10, -0.18, -0.21], [0.01, -0.21, -0.03], [0.06, 0.08, 0.04], [0.02, 0.14, 0.08], [-0.18, -0.12, -0.05], [0.00, -0.01, 0.01], [0.00, 0.00, 0.02], [0.01, 0.00, 0.02], [0.00, 0.00, -0.01], [0.04, 0.09, 0.05], [0.01, 0.04, 0.08], [0.10, 0.06, 0.02], [0.03, 0.03, 0.02], [0.06, -0.05, -0.01], [0.01, 0.05, -0.04], [-0.14, -0.12, 0.21], [-0.05, -0.03, 0.12], [0.08, -0.03, 0.20], [0.06, 0.02, -0.11], [-0.22, -0.05, 0.07], [-0.01, 0.00, 0.00], [-0.01, 0.02, -0.02], [0.01, 0.02, -0.01], [0.00, -0.01, 0.01], [0.07, 0.02, -0.07], [0.02, 0.04, -0.08], [0.09, 0.02, -0.06], [0.04, 0.01, -0.01], [0.09, -0.01, -0.02], [0.05, -0.03, 0.09], [-0.13, 0.14, -0.23], [-0.10, -0.02, -0.10], [0.06, -0.05, 0.04], [0.08, -0.02, 0.09], [-0.20, 0.14, -0.05], [0.00, 0.01, -0.01], [-0.01, -0.01, 0.02], [-0.01, 0.00, -0.02], [-0.01, -0.02, -0.06], [0.07, -0.05, 0.07], [0.02, -0.02, 0.09], [0.10, -0.06, 0.03], [0.03, -0.03, 0.00]],
  "mulliken_charge": [-0.794, -0.510, -0.920, 1.752, -2.119, 0.001, -0.717, 0.209, 0.644, -0.492, -0.318, -0.121, -0.512, 0.413, 0.273, -0.045, 0.391, 0.341, 0.472, 0.321, 0.398, 0.451, 0.449, 0.483, -0.346, -0.220, -0.050, 1.162, -0.520, -0.773, -0.512, 0.417, 0.004, -0.288, 0.423, 0.496, -0.326, 0.176, 0.338, -0.865, -0.293, -0.327, 1.058, -0.552, -0.728, -0.773, 0.417, 0.264, 0.191, 0.222, 0.542, -0.009, 0.467, 0.342, -0.576, -0.750, -0.130, 1.343, -0.649, -0.753, -0.832, 0.388, 0.271, 0.338, 0.298, 0.226, 0.049, 0.410, 0.358, -0.589, -0.772, -0.455, 1.231, -0.652, -0.684, -0.767, 0.369, 0.285, 0.318, 0.339, 0.332, 0.347, 0.406, 0.353, -0.691, -0.619, -0.677, 1.191, -0.660, -0.672, -0.396, 0.340, 0.334, 0.291, 0.332, 0.354, 0.343, 0.344, 0.179, -0.675, -0.669, -0.669, 1.202, -0.639, -0.711, 0.012, 0.395, 0.300, 0.305, 0.341, 0.341, 0.371, -0.321, 0.384, -0.743, -0.285, -0.545, 1.151, -0.662, -0.676, -0.728, 0.318, 0.342, 0.173, 0.271, 0.241, 0.369, 0.422, 0.354],
  "smiles": "CCC[C@@H](C)C1=C(I)C(=O)OC1=O.O=S1(=O)CCCC1.O=S1(=O)CCCC1.O=S1(=O)CCCC1.O=S1(=O)CCCC1.O=S1(=O)CCCC1.O=S1(=O)CCCC1.O=S1(=O)CCCC1",
  "largest_force_ev_per_a": 0.6,
  "orbital_gap_ev": 8.84,
  "lumo_energy_ha": -0.0367
}